Computed, not measured: a molecular structure, C18H31N4SiTi, with wB97M-V/def2-TZVPD.

The geometry in XYZ format:
```
55
Properties=species:S:1:pos:R:3:forces:R:3:lowdin_charge:R:1
Ti -1.0882 0.1890 0.0045 -0.148 -0.077 -0.004 0.88
N -1.2333 -0.0169 2.2152 -0.112 -0.146 0.438 -0.05
C -2.3075 -0.9806 2.6027 0.173 0.206 0.001 -0.20
C -2.1579 -2.2030 1.7386 -0.002 -0.097 -0.344 -0.19
N -2.1702 -1.7775 0.2964 -0.033 -0.102 0.149 -0.04
H -0.3270 -0.4137 2.4928 -0.009 0.034 -0.027 0.07
H -1.3136 0.8151 2.7986 -0.049 -0.005 -0.093 0.12
H -3.2769 -0.5073 2.4396 -0.039 0.030 -0.020 0.13
H -2.2504 -1.2475 3.6563 0.032 -0.019 0.049 0.14
H -2.9458 -2.9259 1.9383 -0.027 -0.035 0.017 0.14
H -1.2006 -2.6907 1.9219 0.033 0.015 0.041 0.12
H -3.1422 -1.6380 0.0137 0.019 -0.049 0.021 0.11
H -1.8539 -2.5613 -0.2743 0.043 0.070 0.007 0.11
N -1.1555 -0.1433 -2.1791 -0.065 0.169 -0.281 -0.06
C -1.5861 1.0413 -3.0053 0.206 -0.235 0.061 -0.19
C -2.8567 1.6836 -2.4465 -0.022 -0.057 0.082 -0.18
C -2.6544 3.0834 -1.8619 -0.062 0.020 -0.053 -0.18
C -1.5534 3.2124 -0.8284 0.042 -0.196 0.279 -0.21
N -1.7253 2.2413 0.3181 -0.066 0.353 -0.153 -0.07
H -0.2094 -0.4289 -2.4550 -0.052 0.075 0.016 0.08
H -1.7356 -0.9360 -2.4545 -0.022 0.056 0.050 0.11
H -1.7170 0.7234 -4.0366 -0.039 -0.004 -0.050 0.13
H -0.7523 1.7409 -2.9989 0.027 0.049 -0.026 0.12
H -3.2895 1.0191 -1.6850 0.015 -0.030 0.030 0.10
H -3.6223 1.7308 -3.2193 0.010 0.076 -0.028 0.13
H -3.5974 3.4342 -1.4351 -0.012 -0.008 0.003 0.13
H -2.4176 3.7855 -2.6642 -0.004 -0.026 -0.020 0.14
H -1.5387 4.2244 -0.4288 -0.014 0.058 -0.015 0.13
H -0.5657 3.0238 -1.2484 0.036 -0.012 -0.043 0.10
H -2.6922 2.3077 0.6444 0.019 0.017 -0.027 0.12
H -1.1736 2.5976 1.1004 0.012 -0.023 -0.062 0.10
C 2.9171 -2.2536 -3.3294 -0.002 -0.019 0.014 -0.05
C 3.3517 -0.9367 -3.2819 -0.051 0.050 0.008 -0.05
C 2.9209 -0.0905 -2.2652 -0.019 -0.046 -0.034 -0.09
C 2.0584 -0.5533 -1.2650 0.033 -0.179 -0.233 -0.37
C 1.6300 -1.8886 -1.3373 0.020 -0.051 -0.046 -0.15
C 2.0524 -2.7360 -2.3529 0.025 0.101 -0.014 -0.07
Si 1.4664 0.5564 0.1057 0.225 -0.067 0.009 0.69
C 2.0664 0.0642 1.7947 0.024 -0.050 0.277 -0.37
C 1.8846 -1.2331 2.2996 0.075 -0.048 0.060 -0.15
C 2.3219 -1.5810 3.5708 0.016 0.085 -0.023 -0.06
C 2.9515 -0.6298 4.3681 -0.017 -0.023 -0.015 -0.05
C 3.1426 0.6570 3.8883 -0.041 0.024 -0.045 -0.05
C 2.6990 1.0031 2.6151 -0.025 -0.007 0.089 -0.10
H 3.2587 -2.9090 -4.1203 -0.006 0.018 0.021 0.12
H 4.0328 -0.5656 -4.0370 -0.010 -0.006 0.017 0.12
H 3.2777 0.9334 -2.2463 -0.006 -0.029 0.023 0.10
H 0.9801 -2.3021 -0.5673 -0.021 0.024 0.061 0.08
H 1.7278 -3.7683 -2.3799 -0.005 0.014 0.015 0.11
H 1.9129 1.9441 -0.1499 -0.075 0.123 -0.064 -0.01
H 1.4423 -2.0097 1.6805 -0.007 0.015 -0.046 0.09
H 2.1973 -2.5935 3.9337 -0.007 0.013 -0.015 0.11
H 3.3036 -0.8977 5.3559 -0.009 0.001 -0.028 0.12
H 3.6465 1.3935 4.5012 -0.013 -0.015 -0.017 0.12
H 2.8674 2.0137 2.2585 0.006 -0.038 -0.013 0.10
```
Forces are in eV/Å.

Values from the calculation:
* energy above the lowest of the compared OMol25 structures with the same formula, charge and spin: 26.1 kJ/mol
* charge: +2
* <S²>: 0.778
* spin multiplicity: 2